Formula: C15H13N3OS
Source: the OMol25 dataset
Level of theory: ωB97M-V/def2-TZVPD

```
33
Properties=species:S:1:pos:R:3:forces:R:3
O -1.5869 -2.6197 0.5400 -1.1 -2.6 -0.3
C 1.0984 5.7209 -3.1024 -1.0 -1.3 0.1
C 0.5103 4.6610 -2.9795 1.3 2.0 0.2
N 0.5187 0.7711 0.9308 -0.2 -1.0 1.0
S -1.9470 -0.6266 -1.8557 0.2 -0.2 -0.1
C -0.9369 -1.6222 0.5948 -1.3 1.1 -0.7
C 0.4837 -0.1461 1.8990 -0.7 0.0 -3.7
C -1.0113 -0.5751 -0.3909 0.7 0.4 0.1
C -0.2433 0.5400 -0.2208 -0.1 -0.1 -0.1
C -0.9077 2.8568 -3.7372 -0.5 0.0 -0.4
C -1.4929 1.6481 -3.5359 -0.6 -1.8 0.7
C 0.1590 2.6639 -1.5626 0.2 1.2 -1.3
C -0.0969 3.3933 -2.7571 0.9 -0.3 1.4
C -1.2381 0.8787 -2.3771 0.0 0.7 -0.2
C -0.3738 1.4002 -1.4136 0.3 0.1 1.4
N -0.2196 -1.3394 1.7062 1.9 1.6 1.7
N 1.8728 -1.2414 3.6359 -2.5 -0.1 0.8
C 1.7913 -1.3793 5.1170 -0.1 0.9 -1.1
C 3.0341 -1.6840 2.9092 -0.3 1.5 -0.4
C 1.2713 0.0267 3.1367 0.8 -0.7 1.1
H 1.5529 6.6846 -3.1951 -0.1 -0.3 0.0
H -1.1503 3.3835 -4.6544 0.3 0.1 0.2
H -2.1789 1.2665 -4.2631 -0.3 -0.2 -0.4
H 0.7787 3.0985 -0.7858 0.0 -0.1 -0.1
H -0.1868 -2.0688 2.4233 0.1 0.4 -0.3
H 2.2605 -0.4943 5.5509 0.1 0.0 0.5
H 2.3070 -2.2530 5.4878 0.2 -0.3 -0.2
H 0.7371 -1.4204 5.4665 0.6 0.0 -0.4
H 2.7789 -1.7657 1.8397 0.1 -0.1 0.3
H 3.8267 -0.9320 2.9915 0.4 -0.1 -0.1
H 3.3984 -2.6183 3.2616 0.2 -0.8 0.3
H 0.5872 0.5112 3.8593 0.4 -0.5 0.1
H 2.0665 0.7442 2.9440 0.0 0.4 -0.2
```
Positions in Å, forces in eV/Å.

Results
Total charge ... 0
Gap between HOMO and LUMO ... 8.44 eV
SMILES string ... C#Cc1ccc2sc3c(=O)[nH]c(CN(C)C)nc3c2c1
E_HOMO ... -8.12 eV